Entry 1:
{"formula": "C5H6Br2NS", "method": "ωB97M-V/def2-TZVPD", "charge": 1, "gap_ev": [5.869, 5.879], "energy_ev": -157679.291, "symbols": ["C", "C", "C", "C", "C", "N", "S", "Br", "Br", "H", "H", "H", "H", "H", "H"], "coordinates": [[-0.461, -0.284, 0.849], [0.050, -0.839, 2.011], [2.482, -0.401, 1.112], [-0.959, 1.427, -1.296], [-0.568, -0.056, -1.492], [-0.245, -0.722, -0.332], [1.706, -1.494, 2.105], [-1.091, -1.339, 3.350], [4.184, -0.775, 0.620], [-1.238, 0.456, 0.917], [-0.757, 1.929, -2.201], [-0.164, 1.759, -0.525], [-2.036, 1.351, -1.032], [0.324, -0.149, -1.999], [-1.226, -0.864, -2.088]]}

***

Entry 2:
{"formula": "C37H39N2O", "method": "ωB97M-V/def2-TZVPD", "charge": 1, "gap_ev": 4.816, "energy_ev": -44021.908, "symbols": ["C", "O", "C", "C", "C", "C", "C", "C", "N", "C", "C", "C", "C", "C", "C", "C", "C", "C", "C", "C", "C", "H", "H", "H", "H", "H", "H", "H", "H", "H", "H", "H", "H", "H", "H", "H", "H", "H", "H", "H", "H", "H", "C", "C", "N", "C", "C", "C", "C", "C", "C", "C", "C", "C", "C", "C", "C", "C", "C", "C", "C", "H", "H", "H", "H", "H", "H", "H", "H", "H", "H", "H", "H", "H", "H", "H", "H", "H", "H"], "coordinates": [[-1.862, 6.032, -1.228], [-2.416, 5.234, -0.158], [-1.576, 4.465, 0.581], [-2.166, 3.397, 1.309], [-1.414, 2.271, 1.540], [-0.073, 2.185, 1.072], [0.573, 0.906, 0.995], [1.982, 0.770, 0.899], [2.634, 0.065, 1.876], [1.979, -0.214, 3.147], [3.069, -0.896, 3.984], [3.962, -1.596, 2.956], [3.614, -0.978, 1.590], [2.739, 1.323, -0.242], [2.046, 1.790, -1.380], [2.696, 1.967, -2.601], [4.092, 1.914, -2.653], [4.816, 1.691, -1.475], [4.152, 1.409, -0.278], [0.570, 3.409, 0.748], [-0.164, 4.551, 0.497], [-2.741, 6.481, -1.684], [-1.200, 6.811, -0.830], [-1.324, 5.420, -1.966], [-3.233, 3.424, 1.530], [-1.857, 1.405, 2.039], [0.034, 0.069, 1.449], [1.570, 0.692, 3.610], [1.140, -0.917, 3.000], [3.640, -0.126, 4.518], [2.648, -1.583, 4.724], [5.024, -1.455, 3.180], [3.757, -2.674, 2.926], [3.170, -1.746, 0.927], [4.499, -0.596, 1.077], [0.987, 2.021, -1.303], [2.104, 2.149, -3.501], [4.606, 2.044, -3.608], [5.907, 1.723, -1.498], [4.726, 1.280, 0.642], [1.652, 3.442, 0.638], [0.320, 5.459, 0.129], [1.655, -1.503, -3.000], [1.287, -2.052, -1.688], [1.906, -3.140, -1.162], [2.991, -3.860, -1.806], [1.381, -3.443, 0.099], [0.367, -2.496, 0.375], [-0.248, -2.515, 1.627], [0.214, -3.430, 2.585], [1.270, -4.311, 2.306], [1.837, -4.367, 1.026], [0.308, -1.592, -0.766], [-0.459, -0.416, -0.865], [-1.882, -0.382, -0.651], [-2.612, -1.495, -0.159], [-3.910, -1.339, 0.304], [-4.590, -0.130, 0.137], [-6.002, -0.008, 0.625], [-3.941, 0.928, -0.514], [-2.621, 0.804, -0.911], [0.848, -0.848, -3.349], [2.577, -0.901, -2.933], [1.806, -2.296, -3.747], [3.211, -4.757, -1.223], [2.706, -4.149, -2.828], [3.905, -3.247, -1.872], [-1.112, -1.877, 1.821], [-0.268, -3.466, 3.563], [1.652, -4.955, 3.095], [2.621, -5.070, 0.747], [-0.032, 0.368, -1.489], [-2.139, -2.473, -0.099], [-4.409, -2.165, 0.815], [-6.297, 1.044, 0.709], [-6.706, -0.516, -0.053], [-6.107, -0.481, 1.610], [-4.477, 1.866, -0.672], [-2.113, 1.640, -1.395]]}

***

Entry 3:
{"formula": "C30H45F15O30S5", "method": "ωB97M-V/def2-TZVPD", "gap_ev": 10.192, "energy_ev": -188200.258, "symbols": ["C", "C", "O", "C", "O", "C", "F", "F", "F", "H", "H", "H", "H", "H", "C", "C", "O", "C", "O", "C", "F", "F", "F", "H", "H", "H", "H", "H", "C", "C", "O", "C", "O", "C", "F", "F", "F", "H", "H", "H", "H", "H", "C", "C", "O", "C", "O", "C", "F", "F", "F", "H", "H", "H", "H", "H", "C", "C", "O", "C", "O", "C", "F", "F", "F", "H", "H", "H", "H", "H", "C", "C", "O", "S", "O", "O", "O", "H", "H", "H", "H", "C", "C", "O", "S", "O", "O", "O", "H", "H", "H", "H", "C", "C", "O", "S", "O", "O", "O", "H", "H", "H", "H", "C", "C", "O", "S", "O", "O", "O", "H", "H", "H", "H", "C", "C", "O", "S", "O", "O", "O", "H", "H", "H", "H"], "coordinates": [[-1.350, -2.025, 0.894], [-1.422, -0.734, 0.111], [-0.091, -0.242, -0.063], [0.003, 0.929, -0.640], [-0.889, 1.557, -1.139], [1.426, 1.520, -0.544], [1.436, 2.547, 0.302], [2.293, 0.591, -0.127], [1.794, 1.958, -1.739], [-0.867, -1.837, 1.856], [-0.641, -2.664, 0.359], [-2.318, -2.479, 1.077], [-2.032, 0.019, 0.612], [-1.929, -0.891, -0.846], [4.366, -0.932, 1.570], [5.594, -1.020, 0.707], [5.310, -0.220, -0.474], [6.329, 0.150, -1.219], [7.486, -0.084, -1.014], [5.844, 0.900, -2.475], [4.744, 1.618, -2.218], [6.778, 1.726, -2.926], [5.550, 0.010, -3.435], [4.463, -1.570, 2.447], [3.494, -1.173, 0.964], [4.138, 0.076, 1.928], [5.754, -2.034, 0.340], [6.508, -0.670, 1.181], [4.371, -0.579, -8.195], [4.765, -0.128, -6.799], [3.670, 0.508, -6.140], [3.606, 1.820, -6.262], [4.452, 2.568, -6.658], [2.298, 2.362, -5.652], [1.233, 1.694, -6.056], [2.399, 2.253, -4.316], [2.140, 3.650, -5.892], [4.264, 0.313, -8.818], [3.416, -1.103, -8.182], [5.109, -1.247, -8.633], [5.678, 0.461, -6.826], [5.032, -1.003, -6.203], [-4.713, -4.668, -1.109], [-4.477, -4.750, 0.387], [-3.228, -5.465, 0.617], [-2.692, -5.339, 1.810], [-3.070, -4.605, 2.681], [-1.516, -6.309, 2.072], [-0.346, -5.674, 1.893], [-1.566, -6.705, 3.337], [-1.563, -7.378, 1.279], [-5.763, -4.380, -1.179], [-4.509, -5.601, -1.629], [-4.086, -3.914, -1.585], [-5.267, -5.310, 0.885], [-4.412, -3.760, 0.834], [-3.094, -0.543, 4.604], [-2.216, -1.723, 4.302], [-2.103, -2.595, 5.431], [-1.123, -3.469, 5.431], [-0.222, -3.533, 4.644], [-1.227, -4.467, 6.597], [-1.278, -5.702, 6.092], [-0.170, -4.398, 7.395], [-2.322, -4.273, 7.332], [-4.084, -0.884, 4.924], [-3.304, 0.020, 3.697], [-2.680, 0.104, 5.374], [-1.199, -1.368, 4.103], [-2.500, -2.247, 3.392], [1.160, 6.957, 2.609], [-0.224, 6.659, 3.205], [-0.703, 5.621, 2.337], [-0.399, 6.052, 0.841], [-1.309, 7.055, 0.431], [-0.192, 4.949, -0.012], [1.037, 6.666, 1.218], [1.988, 6.385, 3.019], [1.399, 8.010, 2.766], [-0.860, 7.534, 3.068], [-0.209, 6.287, 4.221], [1.569, 3.550, 3.493], [2.137, 2.343, 4.209], [0.926, 1.736, 4.728], [-0.310, 1.966, 3.787], [-1.330, 2.611, 4.513], [-0.647, 0.845, 2.999], [0.389, 3.080, 2.846], [2.231, 3.942, 2.724], [1.314, 4.298, 4.247], [2.687, 2.598, 5.113], [2.729, 1.628, 3.642], [-4.781, 3.562, 1.952], [-3.456, 2.865, 1.687], [-3.760, 1.719, 0.855], [-5.255, 1.257, 1.074], [-5.302, 0.301, 2.112], [-5.833, 0.973, -0.167], [-5.818, 2.646, 1.602], [-4.879, 4.401, 1.259], [-4.892, 3.946, 2.961], [-3.008, 2.432, 2.588], [-2.672, 3.436, 1.196], [0.671, -5.245, -1.330], [0.017, -6.595, -1.632], [0.854, -7.266, -2.565], [2.167, -6.395, -2.872], [1.960, -5.581, -4.014], [3.283, -7.239, -2.805], [2.053, -5.510, -1.575], [0.520, -4.786, -0.363], [0.325, -4.542, -2.100], [-1.036, -6.585, -1.908], [0.018, -7.191, -0.709], [-2.855, 3.058, -3.468], [-1.608, 3.931, -3.208], [-0.996, 4.049, -4.491], [-2.082, 4.100, -5.633], [-1.547, 3.441, -6.760], [-2.645, 5.396, -5.778], [-3.172, 3.232, -4.848], [-3.710, 3.395, -2.888], [-2.622, 2.013, -3.270], [-0.911, 3.433, -2.546], [-1.882, 4.917, -2.830]]}